Molecular formula: C3H6N2O2
Method: DFT, the ωB97M-V functional and the def2-TZVPD basis

Its gap between HOMO and LUMO is 9.25 eV. The energy above the lowest of the compared OMol25 structures with the same formula, charge and spin is 105.6 kcal/mol. The HOMO energy is -8.62 eV.

Geometry as XYZ:
```
13
Properties=species:S:1:pos:R:3:forces:R:3
N -1.417 -0.347 -1.245 0.2 0.2 0.2
C -1.112 -0.186 0.037 -0.3 -0.2 0.1
O -1.921 0.024 1.009 0.0 0.1 -0.2
C -0.478 -0.716 1.193 0.1 0.0 0.1
O 1.769 -0.820 0.520 0.0 0.1 -0.2
C 1.831 0.318 -0.003 0.1 0.1 0.0
N 0.799 0.964 -0.524 0.2 0.0 0.2
H -2.289 0.077 -1.539 0.1 -0.1 0.1
H -0.611 -0.192 -1.840 -0.1 -0.1 0.0
H -0.603 -1.764 1.441 0.0 0.2 -0.1
H 0.143 -0.081 1.797 -0.1 0.0 -0.1
H 2.821 0.830 -0.008 -0.2 -0.1 0.0
H 1.069 1.893 -0.838 0.0 -0.1 0.1
```
Forces are in eV/Å.

Molecular formula: CH7O5
Method: DFT, the ωB97M-V functional and the def2-TZVPD basis

Its gap between HOMO and LUMO is 9.29 eV. The energy above the lowest of the compared OMol25 structures with the same formula, charge and spin is 7.7 kcal/mol. The HOMO energy is -5.26 eV. Its net charge is -1.

Geometry as XYZ:
```
13
Properties=species:S:1:pos:R:3:forces:R:3
O 0.475 0.110 2.421 0.0 -0.2 -0.1
C -0.469 0.184 1.622 -0.4 0.2 -0.1
O -0.445 0.295 0.371 -0.1 0.1 -0.3
H -1.510 0.144 2.038 0.1 0.0 0.2
H -2.983 0.623 -0.682 0.0 -0.2 -0.3
H -2.293 0.474 -2.000 0.0 -0.1 0.0
O -3.180 0.453 -1.620 0.2 0.2 0.4
H 0.722 0.571 -1.024 0.2 0.0 0.3
H 1.706 -0.413 -1.611 0.0 0.1 0.1
O 1.500 0.529 -1.620 -0.1 -0.1 -0.3
H 2.633 -0.473 0.399 0.0 -0.4 0.0
H 1.506 -1.127 1.082 0.2 -0.1 0.1
O 2.336 -1.370 0.625 -0.1 0.5 -0.1
```
Forces are in eV/Å.

Molecular formula: C8H12N7ReS2
Method: DFT, the ωB97M-V functional and the def2-TZVPD basis

Its gap between HOMO and LUMO (alpha / beta) is 6.76 / 6.18 eV. The energy above the lowest of the compared OMol25 structures with the same formula, charge and spin is 0.0 kcal/mol. The spin multiplicity is 4. The HOMO energy (alpha / beta) is -18.92 / -19.01 eV. Its net charge is +3.

Geometry as XYZ:
```
30
Properties=species:S:1:pos:R:3:forces:R:3
Re 0.244 0.062 0.296 0.0 0.1 0.0
N -2.508 -0.922 3.466 0.0 0.0 0.0
C -1.961 -0.701 2.285 0.0 0.0 0.1
S -0.866 0.748 2.168 0.0 0.0 0.0
N -2.178 -1.463 1.252 0.1 0.1 0.0
N -1.568 -0.930 0.141 0.0 0.0 0.0
C -2.159 -0.947 -1.005 0.0 0.0 0.0
C -1.578 -0.063 -2.005 0.0 0.0 0.0
C -2.073 0.086 -3.278 0.0 0.0 0.0
C -1.524 1.072 -4.106 0.0 0.0 0.0
C -0.509 1.874 -3.620 0.0 0.0 0.0
C -0.039 1.670 -2.330 0.0 0.0 0.0
N -0.553 0.721 -1.529 0.0 -0.1 0.1
H -2.380 -0.298 4.249 0.0 0.0 0.0
H -3.189 -1.667 3.564 0.0 0.0 0.0
H -3.088 -1.491 -1.148 0.0 0.0 0.0
H -2.886 -0.543 -3.619 0.0 0.0 0.0
H -1.903 1.209 -5.111 0.0 0.0 0.0
H -0.073 2.661 -4.220 0.0 0.0 0.0
H 0.751 2.289 -1.927 0.0 0.0 0.0
N 1.454 -1.280 1.641 0.0 0.0 0.0
N 2.739 -0.796 1.973 0.0 0.0 0.0
C 3.268 0.260 1.341 0.0 0.0 0.0
N 4.487 0.643 1.603 0.0 0.0 0.0
S 2.338 1.165 0.177 0.0 0.0 0.0
H 0.944 -1.427 2.516 0.0 0.0 0.0
H 1.559 -2.198 1.194 0.0 0.0 0.0
H 3.282 -1.360 2.620 0.0 0.0 0.0
H 5.090 0.169 2.268 0.0 0.0 0.0
H 4.880 1.457 1.144 0.0 0.0 0.0
```
Forces are in eV/Å.

Molecular formula: C5H11N3S
Method: DFT, the ωB97M-V functional and the def2-TZVPD basis

Its gap between HOMO and LUMO is 9.31 eV. The energy above the lowest of the compared OMol25 structures with the same formula, charge and spin is 91.3 kcal/mol. The HOMO energy is -8.57 eV.

Geometry as XYZ:
```
20
Properties=species:S:1:pos:R:3:forces:R:3
C 1.909 0.097 -0.205 -0.6 -1.5 -1.2
C -0.507 -0.845 -0.556 -0.4 3.2 2.0
C 0.428 0.293 -0.263 -2.3 2.8 1.1
C 4.018 0.177 0.769 1.3 0.4 -2.2
C -4.114 -0.746 0.298 1.2 2.3 1.9
N -1.718 -0.908 -0.220 -0.7 0.3 0.1
N 2.605 0.488 0.764 -0.2 0.7 0.1
N -2.862 1.499 -0.465 0.1 0.6 -0.6
S -2.607 0.387 0.581 -1.5 -2.3 -0.5
H 2.227 -0.556 -1.138 0.3 1.1 1.7
H -0.054 0.853 0.647 1.5 -1.2 -1.0
H -0.229 -1.665 -1.062 1.6 -3.0 -1.9
H 0.130 1.095 -0.996 0.6 -0.7 0.0
H 4.518 0.176 1.745 -0.7 0.0 -0.2
H 4.667 0.909 0.082 -1.6 -1.4 1.4
H 4.022 -0.821 0.304 1.1 0.1 0.2
H -3.834 -1.725 0.427 0.6 -2.2 -0.3
H -4.536 -0.402 -0.578 -0.1 0.2 -2.5
H -4.888 -0.521 0.967 -0.9 0.5 1.7
H -2.992 2.391 -0.002 0.5 0.1 0.2
```
Forces are in eV/Å.

Molecular formula: C9H36F4Mn2N18O13P2
Method: DFT, the ωB97M-V functional and the def2-TZVPD basis

Its gap between HOMO and LUMO (alpha / beta) is 9.53 / 9.13 eV. The energy above the lowest of the compared OMol25 structures with the same formula, charge and spin is 0.0 kcal/mol. The spin multiplicity is 11. The HOMO energy (alpha / beta) is -13.79 / -13.79 eV. Its net charge is +2.

Geometry as XYZ:
```
84
Properties=species:S:1:pos:R:3:forces:R:3
Mn 6.991 -7.944 5.511 -0.9 -1.2 0.8
Mn 3.962 -9.070 9.986 0.3 -0.4 -0.2
O 7.166 -8.231 7.581 0.2 -0.4 0.5
P 7.004 -8.080 9.039 -0.5 1.9 0.1
O 5.959 -8.810 9.807 1.0 0.6 0.0
F 6.947 -6.510 9.299 -0.2 -1.2 0.0
F 8.366 -8.354 9.771 -0.2 0.6 -0.7
O 4.949 -8.316 5.627 -0.2 0.6 0.1
P 3.745 -8.582 6.466 -0.5 -0.2 -0.5
O 3.851 -8.770 7.933 -0.2 0.6 1.0
F 3.149 -9.951 6.021 -0.1 0.2 -0.6
F 2.561 -7.627 6.069 1.1 -0.8 0.4
C 7.805 -11.138 5.580 -0.4 0.5 0.4
O 7.219 -10.052 5.385 0.3 -0.5 -0.8
N 7.926 -12.110 4.660 -0.4 1.5 -0.2
N 8.302 -11.428 6.785 0.2 0.0 0.8
H 7.423 -11.849 3.823 0.3 -0.9 -0.3
H 8.175 -13.030 4.963 -0.2 -0.3 -0.5
H 8.110 -10.784 7.532 0.3 0.0 0.0
H 8.957 -12.180 6.893 0.0 0.0 0.3
C 4.845 -10.064 12.838 -1.0 1.6 -2.6
O 4.026 -9.507 12.042 0.0 -0.2 0.3
N 6.060 -9.559 12.976 1.1 -0.3 1.5
N 4.564 -11.208 13.457 0.0 -0.4 0.9
H 6.403 -8.687 12.606 -0.5 0.1 -0.2
H 6.602 -9.946 13.735 0.3 0.1 -0.3
H 3.705 -11.692 13.263 -0.2 0.3 0.1
H 4.971 -11.316 14.373 -0.1 -0.5 -0.1
C 11.830 -10.047 7.350 0.1 1.3 -0.9
O 11.874 -9.601 6.201 0.2 -1.1 -0.2
N 11.948 -11.344 7.714 -0.4 -0.2 0.1
N 11.675 -9.165 8.366 -0.4 -0.2 1.6
H 12.074 -12.080 7.043 0.1 0.2 -0.2
H 11.873 -11.602 8.681 0.2 -0.1 0.1
H 11.764 -8.176 8.257 0.0 0.0 -0.6
H 11.404 -9.469 9.283 0.2 -0.1 0.1
C 4.208 -4.502 7.910 -0.5 -1.1 1.1
O 4.238 -5.707 7.625 0.5 0.9 -0.5
N 5.148 -3.902 8.673 0.3 -0.1 0.0
N 3.164 -3.695 7.613 -1.3 0.2 -1.5
H 4.966 -2.987 9.041 0.3 0.1 0.0
H 5.848 -4.498 9.066 0.1 0.0 0.2
H 2.795 -2.903 8.104 0.7 0.1 0.3
H 2.634 -3.908 6.783 0.0 -0.4 0.2
C 10.307 -3.674 9.667 -0.2 1.1 1.0
O 9.811 -2.949 10.519 -0.1 -0.4 -0.5
N 9.816 -4.905 9.357 0.4 0.7 -0.6
N 11.406 -3.276 8.966 0.5 0.5 -0.1
H 10.544 -5.468 8.955 -0.7 -1.0 0.3
H 9.017 -5.167 9.911 0.3 -0.8 0.0
H 11.817 -2.412 9.278 0.0 0.0 0.0
H 11.905 -3.770 8.250 -0.2 -0.2 0.1
C 9.715 -10.889 11.915 0.0 -0.9 -0.3
O 10.075 -12.005 12.266 -0.2 0.9 0.2
N 10.081 -9.714 12.527 0.2 -0.9 1.0
N 8.875 -10.704 10.861 0.4 0.1 0.0
H 10.142 -9.864 13.524 0.6 0.7 -0.1
H 9.985 -8.808 12.112 -0.4 0.1 0.2
H 8.841 -11.508 10.255 -0.3 0.4 -0.3
H 8.679 -9.738 10.626 -0.2 -1.1 -0.4
C 9.848 -6.639 5.732 -1.5 0.6 -2.1
O 8.863 -7.381 5.435 1.5 -0.5 0.0
N 11.129 -6.968 5.698 0.8 -1.7 0.3
N 9.563 -5.342 5.888 0.9 1.2 1.1
H 11.868 -6.311 5.520 -0.4 0.5 0.1
H 11.456 -7.949 5.631 -0.6 0.1 0.4
H 8.863 -4.859 5.357 -0.3 -0.2 0.2
H 10.215 -4.804 6.435 -0.2 0.4 -0.4
C 7.305 -6.185 12.976 0.0 2.0 1.2
O 7.796 -6.710 11.978 -0.1 -0.7 0.6
N 6.735 -4.953 12.889 0.2 -1.4 -0.9
N 7.424 -6.686 14.257 0.5 -1.4 -1.9
H 6.365 -4.465 13.681 0.1 0.5 -0.2
H 6.931 -4.621 11.958 -0.6 1.0 0.3
H 8.232 -7.289 14.194 -0.2 -0.2 1.2
H 7.098 -6.268 15.106 0.2 0.3 0.0
C 3.730 -12.161 9.351 -1.1 -0.5 0.9
O 4.100 -11.137 9.971 -0.5 -0.4 -1.0
N 2.450 -12.420 8.973 0.8 1.1 0.2
N 4.565 -13.190 9.177 0.5 0.3 -0.1
H 2.197 -13.331 8.645 -0.3 0.0 -0.1
H 1.756 -11.707 9.119 -0.1 -0.2 -0.2
H 5.403 -13.148 9.734 0.1 -0.4 -0.2
H 4.164 -14.047 8.845 0.5 -0.4 0.1
```
Forces are in eV/Å.

Molecular formula: C4H7NO2
Method: DFT, the ωB97M-V functional and the def2-TZVPD basis

Its gap between HOMO and LUMO is 10.59 eV. The structure (SMILES) is CN1[C@H](C=O)[C@@H]1O. The energy above the lowest of the compared OMol25 structures with the same formula, charge and spin is 80.2 kcal/mol. The HOMO energy is -9.68 eV.

Geometry as XYZ:
```
14
Properties=species:S:1:pos:R:3:forces:R:3
C 0.802 0.918 -0.933 -2.1 -0.6 -1.0
N 0.465 0.200 0.355 1.8 0.2 -2.8
C -0.799 -0.436 0.673 1.0 -0.5 0.5
C -0.915 -0.375 2.152 -1.6 -0.2 -1.3
O -1.860 -0.612 2.828 -0.9 -0.2 0.7
C 0.447 -1.243 0.326 -0.6 0.9 -0.3
O 1.219 -1.805 1.303 0.3 -1.8 -0.7
H 0.321 0.311 -1.844 0.9 1.6 1.7
H 0.471 1.990 -0.910 -0.4 -1.1 0.0
H 1.869 1.041 -1.136 0.0 -0.8 0.6
H -1.594 -0.554 -0.015 -0.9 0.3 -0.4
H 0.040 -0.117 2.519 1.3 0.8 1.4
H 0.358 -1.878 -0.575 0.4 0.8 0.4
H 1.187 -1.139 1.961 0.8 0.6 1.4
```
Forces are in eV/Å.